--- A ---
{"formula": "C3H8N3S", "method": "wB97M-V/def2-TZVPD", "symbols": ["S", "N", "N", "N", "C", "C", "C", "H", "H", "H", "H", "H", "H", "H", "H"], "coordinates": [[-3.099, -0.186, -0.149], [0.224, 0.043, -0.035], [0.490, -2.313, 0.083], [-2.037, 0.892, 0.444], [1.579, 0.572, -0.174], [-0.801, 1.149, -0.185], [-0.132, -1.185, -0.017], [1.496, -2.401, 0.204], [2.287, -0.250, -0.231], [-0.039, -3.174, 0.074], [-2.136, 1.168, 1.415], [1.652, 1.163, -1.088], [-0.348, 2.047, 0.236], [1.828, 1.198, 0.682], [-0.967, 1.277, -1.260]], "mulliken_charge": [0.0373, -0.0739, -0.2821, -0.1893, -0.8825, -0.5258, 0.4282, 0.2119, 0.3602, 0.2646, 0.3076, 0.3268, 0.3711, 0.3125, 0.3336], "lumo_energy_ha": [-0.2289, -0.1916], "orbital_gap_ev": [6.52, 8.03], "charge": 1}

=====

--- B ---
{"formula": "C3H8N3S", "method": "wB97M-V/def2-TZVPD", "symbols": ["S", "N", "N", "N", "C", "C", "C", "H", "H", "H", "H", "H", "H", "H", "H"], "coordinates": [[1.454, -1.312, 0.115], [0.114, 1.204, -0.250], [1.309, 1.469, -0.210], [-1.151, -0.518, -1.251], [-1.245, -0.135, 1.279], [2.241, 0.323, 0.098], [-0.431, -0.048, -0.048], [-2.179, -0.670, -1.226], [2.665, 0.626, 1.055], [-1.125, 0.047, -2.110], [-1.470, 0.965, 1.355], [-0.551, -0.422, 2.073], [3.074, 0.658, -0.455], [-2.030, -0.823, 1.146], [-0.677, -1.365, -1.569]], "mulliken_charge": [-0.0911, -0.0720, -0.3017, -0.2516, -1.1069, -0.3470, 0.1492, 0.3878, 0.3502, 0.3802, 0.3766, 0.2892, 0.4412, 0.4000, 0.3957], "lumo_energy_ha": -0.1669, "orbital_gap_ev": 8.89, "charge": 1}

=====

Relative to the most stable one, in eV, the structures come out at A 0.000; B 0.479.

=====

--- A ---
{"formula": "C4H6FNOS", "method": "wB97M-V/def2-TZVPD", "symbols": ["S", "F", "O", "N", "C", "C", "C", "C", "H", "H", "H", "H", "H", "H"], "coordinates": [[2.925, 0.396, 0.143], [-3.046, 0.613, -1.019], [0.696, 0.112, 1.632], [0.084, 0.341, 0.327], [-2.145, -1.509, -1.656], [2.067, 0.160, 1.566], [-1.827, -0.084, -1.041], [-1.120, -0.144, 0.305], [-2.313, -1.245, -2.884], [-1.194, 0.544, -1.642], [-3.213, -1.914, -1.058], [2.504, -0.299, 2.551], [-1.838, -0.594, 1.061], [-1.341, -2.174, -1.536]], "mulliken_charge": [-0.2224, -0.3037, -0.1490, -0.2756, -0.9154, 0.0308, 0.1564, -0.0839, 0.2360, 0.2735, 0.2614, 0.2740, 0.3329, 0.3849], "lumo_energy_ha": -0.0072, "orbital_gap_ev": 8.64, "charge": 0}

=====

--- B ---
{"formula": "C4H6FNOS", "method": "wB97M-V/def2-TZVPD", "symbols": ["S", "F", "O", "N", "C", "C", "C", "C", "H", "H", "H", "H", "H", "H"], "coordinates": [[-2.616, 0.245, -0.252], [1.120, -0.627, -1.878], [-0.714, 1.458, -1.545], [-0.567, -0.765, 1.361], [-0.008, -0.026, 0.237], [1.430, 0.489, 0.241], [-0.947, 0.748, -0.615], [1.104, -0.738, -0.546], [-0.145, -1.682, 1.577], [-3.154, 0.986, -1.306], [1.485, -1.696, -0.215], [2.076, 0.457, 1.123], [1.590, 1.341, -0.401], [-0.655, -0.191, 2.218]], "mulliken_charge": [-0.2406, -0.2833, -0.5195, -0.6055, 0.5153, -0.7683, 0.4082, -0.0663, 0.2421, 0.1545, 0.3574, 0.2597, 0.2987, 0.2475], "lumo_energy_ha": 0.0291, "orbital_gap_ev": 10.21, "charge": 0}

=====

--- C ---
{"formula": "C4H6FNOS", "method": "wB97M-V/def2-TZVPD", "symbols": ["S", "F", "O", "N", "C", "C", "C", "C", "H", "H", "H", "H", "H", "H"], "coordinates": [[-0.663, 0.248, 1.188], [2.186, -1.634, -0.285], [0.450, 2.605, -0.283], [1.171, 1.471, -0.409], [2.128, -0.435, 0.435], [-2.576, -0.634, -0.634], [-1.241, -0.921, -0.019], [0.887, 0.489, 0.300], [2.107, -0.741, 1.480], [-3.205, -1.333, -1.042], [3.051, 0.025, 0.020], [-3.167, 0.263, -0.304], [-0.574, -1.654, -0.363], [-0.554, 2.249, -0.084]], "mulliken_charge": [-0.2163, -0.2973, -0.3334, -0.3213, -0.2026, -0.6995, -0.1362, 0.4008, 0.2016, 0.3323, 0.2678, 0.2239, 0.4320, 0.3482], "lumo_energy_ha": 0.0044, "orbital_gap_ev": 9.56, "charge": 0}

=====

Relative to the most stable one, in eV, the structures come out at A 2.991; B 0.000; C 3.462.

=====

--- A ---
{"formula": "C3H6ClFO", "method": "wB97M-V/def2-TZVPD", "symbols": ["Cl", "F", "O", "C", "C", "C", "H", "H", "H", "H", "H", "H"], "coordinates": [[-0.366, 1.281, -1.917], [1.877, -0.895, 1.093], [-0.388, -1.424, -0.494], [-0.227, -0.257, 0.251], [1.222, 0.128, 0.343], [-1.132, 0.750, -0.398], [-0.590, -0.507, 1.270], [1.580, 0.119, -0.647], [-1.398, 1.655, 0.155], [-2.026, 0.245, -0.619], [0.053, -2.156, -0.030], [1.395, 1.062, 0.992]], "mulliken_charge": [-0.1976, -0.3081, -0.5520, 0.0166, -0.3636, -0.5090, 0.3061, 0.3464, 0.3508, 0.3290, 0.3390, 0.2424], "lumo_energy_ha": 0.0311, "orbital_gap_ev": 11.56, "charge": 0}

=====

--- B ---
{"formula": "C3H6ClFO", "method": "wB97M-V/def2-TZVPD", "symbols": ["Cl", "F", "O", "C", "C", "C", "H", "H", "H", "H", "H", "H"], "coordinates": [[1.182, -2.336, 0.578], [1.495, 0.050, 1.227], [0.476, 1.070, -1.476], [-0.068, -0.008, -0.559], [-1.211, 0.199, 0.485], [1.242, -0.626, -0.006], [-1.590, -0.704, 1.100], [1.950, -0.598, -0.683], [-0.505, -0.702, -1.224], [-0.154, 2.059, -1.063], [-2.193, 0.865, 0.296], [-0.623, 0.730, 1.323]], "mulliken_charge": [-0.1943, -0.2844, -0.5843, 0.2131, -1.0957, -0.0131, 0.3083, 0.4079, 0.2498, 0.3722, 0.2995, 0.3209], "lumo_energy_ha": 0.0166, "orbital_gap_ev": 11.26, "charge": 0}

=====

Relative to the most stable one, in eV, the structures come out at A 0.000; B 2.316.

=====

--- A ---
{"formula": "C2H10NO5", "method": "wB97M-V/def2-TZVPD", "symbols": ["O", "O", "O", "O", "O", "N", "C", "C", "H", "H", "H", "H", "H", "H", "H", "H", "H", "H"], "coordinates": [[1.009, 1.775, -1.841], [-2.909, 1.278, 0.458], [1.374, 0.003, 1.599], [3.106, -0.031, -0.289], [-0.932, 0.126, 1.913], [-0.029, -0.796, 0.065], [-1.254, -1.555, -0.152], [0.128, -0.199, 1.363], [0.772, -1.165, -0.450], [3.564, 0.719, -0.178], [-2.109, 0.810, 0.870], [2.360, -0.067, 0.510], [-1.736, -1.388, -1.141], [-2.041, -1.244, 0.579], [-2.388, 1.595, -0.279], [-1.149, -2.636, -0.287], [0.379, 1.364, -1.293], [1.854, 1.409, -1.448]], "mulliken_charge": [-0.6901, -0.6923, -0.8123, -0.7726, -0.7594, -0.1710, -0.9676, 0.8049, 0.1920, 0.2463, 0.3057, 0.4446, 0.2786, 0.3465, 0.3142, 0.2840, 0.2826, 0.3661], "lumo_energy_ha": 0.1383, "orbital_gap_ev": 9.24, "charge": -1}

=====

--- B ---
{"formula": "C2H10NO5", "method": "wB97M-V/def2-TZVPD", "symbols": ["O", "O", "O", "O", "O", "N", "C", "C", "H", "H", "H", "H", "H", "H", "H", "H", "H", "H"], "coordinates": [[-2.952, -0.414, 1.614], [-2.624, -1.609, -1.525], [3.007, 1.443, -1.462], [-0.993, -0.142, -0.364], [1.841, 0.301, 2.748], [1.267, -0.153, 0.431], [0.229, 0.301, -0.626], [1.285, 0.498, 1.673], [-2.938, -1.299, 1.761], [2.347, 1.881, -1.804], [-2.215, -0.155, 1.009], [1.852, -0.932, 0.253], [0.657, -0.004, -1.509], [-2.537, -2.383, -1.056], [0.599, 1.406, 1.567], [-2.044, -0.676, -0.896], [0.335, 1.354, -0.509], [2.886, 0.584, -1.306]], "mulliken_charge": [-0.6430, -0.8223, -0.5678, -0.7445, -0.6021, -0.0105, -0.9425, 0.1423, 0.2450, 0.2757, 0.4700, 0.2242, 0.4084, 0.1956, 0.1925, 0.4611, 0.4251, 0.2927], "lumo_energy_ha": 0.1278, "orbital_gap_ev": 8.37, "charge": -1}

=====

Relative to the most stable one, in eV, the structures come out at A 0.000; B 2.826.

=====

--- A ---
{"formula": "C3H7N2OS", "method": "wB97M-V/def2-TZVPD", "symbols": ["S", "O", "N", "N", "C", "C", "C", "H", "H", "H", "H", "H", "H", "H"], "coordinates": [[3.190, 0.442, -0.218], [-0.605, 0.552, 0.841], [-0.384, -1.566, 0.090], [-2.393, 1.290, -0.433], [-1.357, -1.037, -0.521], [-1.542, 0.345, -0.065], [0.251, -0.578, 0.805], [-1.864, -1.664, -1.267], [-2.713, 1.240, -1.386], [-2.306, 2.210, -0.026], [3.946, 0.807, 0.843], [1.329, -0.494, 0.352], [3.928, -0.573, -0.779], [0.520, -0.972, 1.764]], "mulliken_charge": [-0.4513, -0.2724, -0.2328, -0.3724, -0.3144, 0.7649, 0.2955, 0.3720, 0.2828, 0.2945, 0.2320, -0.1342, 0.2319, 0.3038], "lumo_energy_ha": -0.1915, "orbital_gap_ev": 8.12, "charge": 1}

=====

--- B ---
{"formula": "C3H7N2OS", "method": "wB97M-V/def2-TZVPD", "symbols": ["S", "O", "N", "N", "C", "C", "C", "H", "H", "H", "H", "H", "H", "H"], "coordinates": [[0.919, 1.654, -0.142], [0.858, -0.849, 0.959], [2.537, -0.305, -0.368], [-1.255, -0.641, -0.408], [-0.835, 1.580, 0.493], [1.450, 0.063, 0.269], [-1.670, 0.630, 0.012], [2.931, 0.270, -1.022], [0.257, -0.471, 1.666], [2.741, -1.328, -0.267], [-1.981, -1.428, -0.413], [-2.676, 0.685, 0.335], [-0.876, -0.470, -1.323], [-1.231, 2.448, 0.802]], "mulliken_charge": [-0.0566, -0.3971, -0.3794, -0.4688, -0.6998, 0.6831, -0.0213, 0.2009, 0.4557, 0.2844, 0.2728, 0.3530, 0.2674, 0.5057], "lumo_energy_ha": -0.1381, "orbital_gap_ev": 9.58, "charge": 1}

=====

Relative to the most stable one, in eV, the structures come out at A 0.223; B 0.000.